[1]
{"formula": "C21H34PV", "method": "ωB97M-V/def2-TZVPD", "multiplicity": 3, "s2": 2.170, "gap_ev": [7.92, 7.40], "e_lumo_ev": [-7.22, -7.16], "total_charge": 2, "species": ["C", "H", "H", "H", "C", "H", "H", "C", "H", "H", "H", "C", "C", "C", "C", "C", "C", "C", "C", "C", "C", "V", "H", "H", "H", "H", "H", "H", "H", "H", "H", "H", "H", "H", "H", "H", "H", "C", "P", "C", "C", "C", "C", "C", "C", "C", "H", "H", "H", "H", "H", "H", "H", "H", "H", "H", "H"], "positions_angstrom": [[-2.76829, -0.55745, -1.53055], [-3.14369, -0.56823, -0.48574], [-3.52202, -0.18993, -2.21703], [0.05194, -1.27437, 0.89818], [-2.17612, -1.87341, -1.97522], [-1.61125, -1.73837, -2.90908], [-1.43232, -2.20100, -1.22219], [-3.20220, -3.00714, -2.22254], [-2.72109, -3.83625, -2.76168], [-3.60806, -3.38810, -1.28732], [-4.05281, -2.64696, -2.81489], [0.62004, 1.74099, -0.95776], [0.37435, 0.88941, -2.08828], [-0.97977, 1.08429, -2.48160], [-1.61722, 1.90786, -1.48171], [-0.61906, 2.30135, -0.54025], [-0.80044, 3.39146, 0.46262], [-3.03163, 2.37331, -1.43558], [-1.54715, 0.68568, -3.80165], [1.42112, 0.26907, -2.96132], [1.95171, 2.25984, -0.53045], [-1.00364, 0.05483, -0.56939], [-3.30313, 2.65845, -0.41301], [-3.19667, 3.24675, -2.08333], [-3.72914, 1.59381, -1.75035], [-1.82275, 3.40099, 0.85269], [-0.10668, 3.29354, 1.29928], [-0.61316, 4.36773, -0.00619], [2.78426, 1.64145, -0.89320], [2.09160, 3.26670, -0.96028], [2.03593, 2.36752, 0.56273], [1.00630, -0.55828, -3.55098], [1.80648, 1.02047, -3.66733], [2.27422, -0.10795, -2.39093], [-2.50866, 0.18105, -3.72806], [-1.70830, 1.57120, -4.42883], [-0.87037, 0.01265, -4.33352], [0.28434, 0.79920, 2.21471], [1.12416, -0.68865, 1.65152], [2.45089, -0.73890, 0.44773], [1.74753, -1.45484, 3.14601], [2.63613, -0.73056, 3.97009], [3.28326, -1.38124, 5.02127], [3.00581, -2.72783, 5.28906], [2.05749, -3.41913, 4.52050], [1.42566, -2.78580, 3.44565], [-0.59110, 0.99350, 1.54887], [0.94084, 1.68203, 2.23388], [-0.09394, 0.61185, 3.23644], [3.19867, 0.02688, 0.65719], [2.93522, -1.72645, 0.47277], [2.02865, -0.57236, -0.55425], [2.81267, 0.32802, 3.78832], [4.00911, -0.84176, 5.63064], [3.53452, -3.25000, 6.09396], [1.81169, -4.46517, 4.75631], [0.67609, -3.29178, 2.83410]]}

---

[2]
{"formula": "C21H35Br2Cl21O3", "method": "ωB97M-V/def2-TZVPD", "multiplicity": 1, "gap_ev": 9.55, "e_lumo_ev": -0.09, "smiles": "ClC(Cl)Cl.ClC(Cl)Cl.ClC(Cl)Cl.ClC(Cl)Cl.ClC(Cl)Cl.ClC(Cl)Cl.ClC(Cl)Cl.C1CCOC1.C1CCOC1.C1CCOC1.BrCCBr", "total_charge": 0, "species": ["Cl", "C", "Cl", "Cl", "H", "Cl", "C", "Cl", "Cl", "H", "Cl", "C", "Cl", "Cl", "H", "Cl", "C", "Cl", "Cl", "H", "Cl", "C", "Cl", "Cl", "H", "Cl", "C", "Cl", "Cl", "H", "Cl", "C", "Cl", "Cl", "H", "C", "C", "C", "O", "C", "H", "H", "H", "H", "H", "H", "H", "H", "C", "C", "C", "O", "C", "H", "H", "H", "H", "H", "H", "H", "H", "C", "C", "C", "O", "C", "H", "H", "H", "H", "H", "H", "H", "H", "Br", "C", "C", "Br", "H", "H", "H", "H"], "positions_angstrom": [[-3.33545, 2.79084, 3.16829], [-1.90307, 3.65888, 3.88533], [-1.39464, 2.96909, 5.40019], [-2.37350, 5.30272, 4.27525], [-1.04887, 3.63066, 3.20882], [3.34826, -3.62081, 3.66868], [1.66035, -3.55387, 3.85437], [1.01921, -4.23461, 5.43183], [0.80219, -4.30415, 2.43460], [1.41876, -2.49109, 3.83922], [1.28091, -3.03972, -6.24268], [1.77220, -2.31717, -4.71055], [3.42832, -1.75374, -4.96108], [1.68809, -3.46864, -3.34836], [1.14964, -1.44644, -4.50477], [-2.01196, 1.82400, -2.69933], [-1.19582, 2.16797, -4.25899], [-1.96426, 3.32352, -5.32058], [-0.69694, 0.69495, -5.14047], [-0.28770, 2.71893, -4.01431], [0.47359, 4.52845, -2.34714], [1.10763, 5.25966, -0.83623], [2.80471, 4.64502, -0.80067], [0.19701, 4.74687, 0.60849], [1.04579, 6.34511, -0.91418], [2.05782, 5.47729, -5.15438], [2.67120, 3.86660, -4.91990], [4.08210, 3.95805, -3.86292], [3.07847, 3.30958, -6.53633], [1.99803, 3.23073, -4.34491], [4.99712, -0.39912, -0.95743], [4.90339, -2.20286, -0.58335], [5.60142, -3.13692, -1.93790], [3.33033, -2.75090, -0.27255], [5.49816, -2.29696, 0.32521], [2.61949, 3.43448, 3.03499], [2.83505, 3.62134, 4.48719], [2.56081, 2.17862, 4.89098], [3.25016, 1.36726, 3.96323], [3.35171, 2.07350, 2.82869], [3.11941, 4.17604, 2.41188], [1.54813, 3.37975, 2.84190], [2.16418, 4.36400, 4.91905], [3.83312, 3.86757, 4.84958], [1.53082, 1.82935, 4.96330], [3.04347, 2.03575, 5.85779], [2.95998, 1.37769, 2.08673], [4.38921, 2.32962, 2.61396], [-1.38778, -3.93829, -0.87929], [-1.17838, -5.42183, -0.56195], [-2.08199, -6.16519, -1.53438], [-3.04870, -5.17689, -2.09163], [-2.33635, -3.90375, -2.09975], [-0.45738, -3.37086, -0.90123], [-1.96244, -3.52455, -0.05063], [-1.56361, -5.66757, 0.42765], [-0.14667, -5.77346, -0.55787], [-2.59226, -7.02614, -1.10255], [-1.53695, -6.56028, -2.39167], [-2.89391, -2.97821, -2.24326], [-1.77853, -3.97666, -3.03336], [-4.82145, -0.75765, -0.69835], [-4.65521, 0.23740, 0.39423], [-4.78232, -0.41068, 1.70172], [-5.38341, -1.67532, 1.41978], [-4.90512, -2.05878, 0.09954], [-4.00614, -0.68724, -1.41836], [-5.72195, -0.42105, -1.21207], [-5.35476, 1.04817, 0.19081], [-3.65185, 0.64359, 0.26635], [-5.35188, 0.13319, 2.45532], [-3.77898, -0.41919, 2.12756], [-5.41314, -2.79512, -0.52321], [-3.96617, -2.60196, -0.00744], [1.22457, 0.40979, -2.00627], [0.96847, 0.12489, -0.08049], [-0.29070, 0.84821, 0.29455], [-0.61968, 0.61966, 2.31435], [1.81721, 0.52296, 0.47564], [0.74030, -0.90911, 0.17815], [-1.12164, 0.27476, -0.11631], [-0.36949, 1.88991, -0.01649]]}

---

[3]
{"formula": "C21H35Br2N2O14S3", "method": "ωB97M-V/def2-TZVPD", "multiplicity": 1, "gap_ev": 5.29, "e_lumo_ev": -6.22, "total_charge": 1, "species": ["C", "C", "Br", "C", "Br", "O", "C", "O", "C", "C", "O", "C", "N", "C", "N", "C", "C", "C", "O", "C", "O", "H", "H", "H", "H", "H", "H", "H", "H", "H", "H", "H", "O", "S", "O", "O", "C", "C", "C", "H", "H", "H", "H", "H", "H", "H", "H", "O", "S", "O", "O", "C", "C", "C", "H", "H", "H", "H", "H", "H", "H", "H", "O", "S", "O", "O", "C", "C", "C", "H", "H", "H", "H", "H", "H", "H", "H"], "positions_angstrom": [[-1.04210, 1.34836, -2.62868], [-2.62098, 1.64133, -2.95924], [-3.54775, 1.91594, -1.16251], [-2.90269, 3.01396, -3.81070], [-4.72382, 3.78206, -3.34705], [-2.66141, 2.91252, -5.25833], [-3.48614, 1.87113, -5.89288], [-4.78802, 1.96627, -6.18552], [-2.70393, 0.42757, -6.21209], [-3.51929, -0.99052, -6.10172], [-4.94454, -1.15980, -5.77527], [-5.23893, -0.83659, -4.36924], [-5.57127, -0.26421, -3.23900], [-2.65448, -2.37222, -6.38722], [-1.18639, -2.36774, -6.75247], [-0.38142, -1.06101, -6.91123], [1.19189, -1.25046, -7.36207], [2.24316, -0.23052, -6.62543], [2.29479, -0.01116, -5.28635], [-1.09210, 0.42927, -6.64394], [-0.32195, 1.70834, -6.79463], [-0.99482, 0.98694, -1.49193], [-0.32493, 2.26060, -2.83021], [-0.71123, 0.39908, -3.26109], [-3.09755, 0.66990, -3.40493], [-2.12486, 3.82238, -3.40263], [-3.19484, -3.42903, -6.28464], [-0.68885, -3.28489, -6.90633], [1.26515, -1.21444, -8.54602], [1.49810, -2.35510, -7.03087], [3.02434, 0.39324, -7.27033], [0.19421, 1.86746, -5.94983], [-0.97884, 0.75875, 0.81483], [-0.00538, 0.52462, 1.85878], [1.01735, -0.49350, 1.73221], [-0.78397, 0.31519, 3.27419], [-1.76166, -0.71217, 3.36798], [-1.12168, -2.08755, 3.41716], [0.79526, 2.05699, 2.24778], [-2.47684, -0.63670, 2.54259], [-2.31657, -0.54450, 4.29539], [-0.60583, -2.32057, 2.48075], [-1.87739, -2.86192, 3.58261], [-0.37776, -2.13993, 4.21842], [0.03867, 2.83317, 2.37937], [1.45325, 2.31299, 1.41264], [1.38684, 1.92791, 3.15735], [4.78767, -0.00777, 1.13082], [4.60036, -1.29493, 0.49807], [5.02253, -2.52556, 1.13516], [5.22025, -1.24228, -1.00740], [6.58642, -0.88512, -1.16911], [7.51099, -2.00750, -0.73426], [2.89440, -1.46921, 0.05104], [6.80641, 0.04162, -0.62948], [6.74333, -0.68688, -2.23317], [7.42950, -2.19695, 0.34032], [8.55441, -1.75681, -0.94996], [7.25600, -2.93997, -1.24774], [2.56374, -0.56299, -0.46045], [2.31965, -1.61130, 0.97051], [2.78342, -2.34529, -0.59246], [-2.12183, 2.66271, 7.97043], [-1.79098, 1.27915, 7.70856], [-2.81202, 0.25531, 7.62032], [-0.65121, 0.79572, 8.76718], [-0.92078, 0.91130, 10.15790], [-1.91805, -0.13497, 10.62099], [-0.80583, 1.19558, 6.23784], [-1.26578, 1.92204, 10.39840], [0.02615, 0.75739, 10.68303], [-2.89997, 0.02088, 10.16404], [-2.04627, -0.09542, 11.70731], [-1.58513, -1.13879, 10.33869], [-0.00861, 1.93923, 6.29796], [-1.45634, 1.41180, 5.38577], [-0.39524, 0.18752, 6.14201]]}

---

Energy / hartree: -2105.26891, -15858.76134, -8325.77362